1.
ORCA calculation (ωB97M-V/def2-TZVPD) on a 3-piece molecular cluster, C16H23Br2I2N6 overall.

Computed properties:
HOMO (eV): -10.2
M (g mol⁻¹): 713.02
Orbital gap (eV): 5.3
Calculated total energy (a.u.): -6695.1487

Geometry as ORCA input:
```
! wB97M-V def2-TZVPD RIJCOSX def2/J DEFGRID3
* xyz 1 1
C 3.504 3.277 -0.135
C 2.093 2.855 0.264
C 2.093 1.632 1.221
I 1.843 2.259 3.241
C 1.081 0.591 0.863
N 0.037 0.230 1.588
C -0.588 -0.721 0.900
N -1.708 -1.349 1.282
N 0.049 -0.970 -0.262
C -0.382 -1.849 -1.331
Br -0.940 -0.791 -2.860
C 0.588 -2.978 -1.726
C 1.372 -3.553 -0.549
Br -0.499 -4.358 -2.558
N 1.153 -0.139 -0.268
I 2.561 -0.084 -1.729
H 4.106 3.435 0.764
H 3.486 4.210 -0.698
H 4.016 2.520 -0.731
H 1.649 3.701 0.790
H 1.463 2.669 -0.612
H 3.076 1.153 1.214
H -1.848 -2.334 1.139
H -2.313 -0.876 1.934
H -1.297 -2.295 -0.951
H 1.247 -2.645 -2.520
H 2.293 -4.005 -0.915
H 1.643 -2.786 0.180
H 0.810 -4.331 -0.031
N 0.991 6.663 -0.885
C 1.366 7.921 -0.493
C 0.753 8.189 0.701
C -0.027 7.051 1.043
C 0.140 6.127 0.047
H 1.281 6.217 -1.735
H 2.029 8.517 -1.095
H 0.846 9.102 1.264
H -0.644 6.930 1.918
H -0.281 5.144 -0.079
N -2.817 -5.808 -0.172
C -4.008 -5.305 0.285
C -4.811 -6.363 0.615
C -4.078 -7.550 0.345
C -2.853 -7.176 -0.138
H -2.039 -5.258 -0.484
H -4.194 -4.245 0.327
H -5.815 -6.297 0.999
H -4.415 -8.563 0.488
H -2.011 -7.765 -0.458
*
```

2.
ORCA calculation (ωB97M-V/def2-TZVPD) on a 6-piece molecular cluster, C16H23Cl6N3O overall at a distorted geometry.

Computed properties:
HOMO (eV): -9.5
M (g mol⁻¹): 486.10
Orbital gap (eV): 10.0
Calculated total energy (a.u.): -3624.1087

Geometry as ORCA input:
```
! wB97M-V def2-TZVPD RIJCOSX def2/J DEFGRID3
* xyz 0 1
C 3.165 1.606 -4.353
N 3.265 1.420 -2.906
C 2.959 2.498 -2.042
C 3.589 0.238 -2.369
O 3.614 0.019 -1.169
H 2.228 2.116 -4.642
H 3.166 0.646 -4.864
H 4.034 2.147 -4.699
H 3.674 3.289 -2.275
H 1.935 2.874 -2.138
H 3.134 2.221 -1.017
H 3.868 -0.510 -3.122
C -3.772 -3.316 -0.321
C -3.695 -2.451 -1.406
C -3.610 -1.069 -1.173
N -3.665 -0.535 0.048
C -3.804 -1.376 1.082
C -3.820 -2.777 0.954
H -3.757 -4.392 -0.508
H -3.564 -2.852 -2.405
H -3.539 -0.351 -1.991
H -4.063 -0.907 2.043
H -3.979 -3.398 1.840
C -1.659 2.146 5.176
C -0.965 3.149 4.494
C -0.573 2.867 3.170
N -0.737 1.651 2.623
C -1.379 0.690 3.306
C -1.850 0.911 4.607
H -2.045 2.309 6.178
H -0.750 4.099 4.940
H -0.102 3.593 2.503
H -1.512 -0.269 2.806
H -2.359 0.073 5.072
Cl -0.693 1.399 -2.018
C -0.195 0.617 -0.428
Cl -0.228 -1.152 -0.586
H 0.813 0.938 -0.250
H -0.898 1.020 0.309
Cl 1.782 -3.497 -2.068
C 0.238 -3.468 -2.934
Cl 0.075 -4.848 -4.023
H -0.551 -3.588 -2.191
H 0.193 -2.553 -3.496
Cl 3.908 -0.872 3.438
C 3.171 -0.346 1.903
Cl 2.937 1.457 1.987
H 3.826 -0.665 1.112
H 2.191 -0.801 1.803
*
```

3.
ORCA calculation (ωB97M-V/def2-TZVPD) on C16H23GaN6O7 as an isolated structure at a distorted geometry.

Computed properties:
HOMO (eV): -15.9
ΔE to the lowest compared entry with this formula, charge and spin (eV): 0.4080
M (g mol⁻¹): 481.12
Orbital gap (eV): 7.9
Calculated total energy (a.u.): -3402.9527

Geometry as ORCA input:
```
! wB97M-V def2-TZVPD RIJCOSX def2/J DEFGRID3
* xyz 2 1
Ga -0.578 -0.577 0.493
O 3.254 -3.060 4.304
C 2.431 -2.463 3.459
C 2.635 -1.166 2.964
C 1.697 -0.661 2.093
N 0.639 -1.385 1.761
C 0.444 -2.632 2.181
C 1.312 -3.231 3.048
C -0.785 -3.189 1.509
O -1.127 -4.370 1.783
O -1.414 -2.429 0.720
C 1.712 0.691 1.362
O 2.579 1.486 1.571
O 0.698 0.825 0.526
H 4.005 -2.503 4.552
H 3.499 -0.574 3.238
H 1.186 -4.242 3.406
O -3.292 -5.220 1.162
N -2.426 -4.987 0.551
C 1.058 3.124 -2.701
C 1.706 2.226 -3.749
C 3.031 1.656 -3.252
C 0.754 1.133 -4.240
N 0.357 0.229 -3.140
C 1.011 -0.826 -2.625
N 0.312 -1.293 -1.610
N -0.760 -0.465 -1.546
N -0.727 0.458 -2.432
H 1.720 3.954 -2.461
H 0.879 2.581 -1.769
H 0.112 3.540 -3.050
H 1.900 2.817 -4.650
H 2.903 1.120 -2.307
H 3.736 2.462 -3.054
H 3.495 0.989 -3.981
H 1.209 0.504 -5.004
H -0.176 1.544 -4.627
H 1.948 -1.205 -2.996
C -3.745 1.305 -0.613
C -3.423 0.102 0.235
O -2.200 0.314 1.038
C -2.479 1.065 2.280
C -1.220 1.445 3.007
H -4.630 1.081 -1.208
H -2.928 1.536 -1.296
H -3.966 2.189 -0.018
H -3.224 -0.779 -0.373
H -4.209 -0.138 0.950
H -3.120 0.416 2.878
H -3.044 1.944 1.979
H -0.657 0.569 3.338
H -1.510 1.994 3.903
H -0.583 2.093 2.409
*
```

4.
ORCA calculation (ωB97M-V/def2-TZVPD) on C16H23IN2Pb as an isolated structure at a distorted geometry.

Computed properties:
HOMO (eV): -7.0
ΔE to the lowest compared entry with this formula, charge and spin (eV): 0.0000
M (g mol⁻¹): 577.48
Orbital gap (eV): 6.1
Calculated total energy (a.u.): -1223.5402

Geometry as ORCA input:
```
! wB97M-V def2-TZVPD RIJCOSX def2/J DEFGRID3
* xyz 0 1
C -2.924 -1.251 -4.968
C -4.181 -0.566 -4.440
H -2.380 -0.594 -5.653
H -3.181 -2.157 -5.526
H -2.236 -1.530 -4.162
H -3.933 0.249 -3.756
H -4.768 -0.147 -5.261
H -4.820 -1.277 -3.910
C 2.983 0.564 -0.921
C 4.264 1.095 -0.756
C 4.423 2.125 0.196
C 3.305 2.559 0.922
H 2.800 -0.237 -1.656
H 5.097 0.720 -1.350
H 5.403 2.580 0.367
H 3.384 3.362 1.675
N 1.910 0.991 -0.221
C 2.049 1.977 0.705
C 0.825 2.400 1.441
N -0.322 1.769 1.107
C -1.507 2.028 1.707
C -0.428 3.704 3.046
C -1.613 3.010 2.696
H -2.366 1.438 1.375
H -2.586 3.213 3.157
C 0.800 3.401 2.424
H 1.739 3.926 2.675
H -0.467 4.481 3.810
Pb -0.479 0.104 -0.676
I 0.426 -1.965 -2.711
C 1.341 -2.718 1.193
C -0.178 -2.761 0.980
C -0.843 -3.699 1.998
C -0.817 -1.387 1.087
H 1.574 -2.322 2.190
H 1.848 -2.097 0.440
H 1.759 -3.734 1.119
H -0.368 -3.154 -0.045
H -0.678 -3.316 3.012
H -1.925 -3.733 1.816
H -0.438 -4.716 1.925
H -1.903 -1.430 0.900
H -0.592 -0.902 2.047
*
```

5.
ORCA calculation (ωB97M-V/def2-TZVPD) on a 5-piece molecular cluster, C16H23N4O overall at a distorted geometry.

Computed properties:
HOMO (eV): -11.1
ΔE to the lowest compared entry with this formula, charge and spin (eV): 7.2066
M (g mol⁻¹): 287.39
Orbital gap (eV): 9.0
Calculated total energy (a.u.): -917.2636

Geometry as ORCA input:
```
! wB97M-V def2-TZVPD RIJCOSX def2/J DEFGRID3
* xyz 1 1
O -0.121 0.360 0.122
H -0.338 -0.303 0.794
H 0.714 0.831 0.110
H -0.915 1.054 -0.018
N 1.470 -3.438 -2.481
C 0.282 -2.692 -2.575
C 0.738 -1.370 -2.479
C 2.246 -1.382 -2.246
C 2.571 -2.725 -2.262
H 1.468 -4.487 -2.281
H -0.681 -3.060 -2.874
H 0.012 -0.519 -2.586
H 3.086 -0.728 -1.923
H 3.541 -3.200 -2.275
N -2.522 1.302 -1.388
C -2.894 0.611 -0.302
C -2.919 1.590 0.661
C -2.247 2.823 0.041
C -2.121 2.473 -1.250
H -2.492 0.853 -2.297
H -3.288 -0.516 -0.605
H -3.126 1.375 1.720
H -2.188 3.868 0.310
H -2.115 3.150 -2.105
N -0.284 -1.117 2.790
C -1.555 -1.188 2.307
C -1.609 -1.994 1.215
C -0.154 -2.449 0.984
C 0.586 -1.857 2.083
H 0.114 -0.655 3.648
H -2.524 -0.925 2.853
H -2.493 -2.451 0.608
H 0.362 -3.236 0.442
H 1.666 -1.864 2.262
N 1.911 2.525 -0.152
C 0.935 3.100 0.626
C 0.949 2.340 1.795
C 2.134 1.392 1.756
C 2.617 1.452 0.441
H 2.149 2.636 -1.162
H 0.386 3.873 0.630
H 0.597 2.494 2.784
H 2.490 0.788 2.491
H 3.573 1.273 -0.194
*
```

6.
ORCA calculation (ωB97M-V/def2-TZVPD) on C16H23N4O9SW as an isolated structure at a distorted geometry.

Computed properties:
HOMO (eV): -16.4
ΔE to the lowest compared entry with this formula, charge and spin (eV): 0.3081
M (g mol⁻¹): 631.29
Orbital gap (eV): 5.3
Calculated total energy (a.u.): -1984.1221

Geometry as ORCA input:
```
! wB97M-V def2-TZVPD RIJCOSX def2/J DEFGRID3
* xyz 3 1
W -1.086 0.436 0.247
O -2.287 0.890 2.125
C -1.713 1.723 3.154
C -1.240 2.925 2.431
N -0.250 2.553 1.369
C 1.078 2.227 1.926
C 1.297 0.745 1.887
O 2.327 0.190 1.977
O 0.093 0.074 1.658
C -0.224 3.618 0.368
C -1.367 3.367 -0.560
O -2.047 4.119 -1.140
O -1.563 1.982 -0.690
H -2.803 0.168 2.501
H -0.923 1.185 3.663
H -2.484 1.981 3.873
H -0.791 3.647 3.112
H -2.089 3.397 1.944
H 1.187 2.571 2.952
H 1.865 2.684 1.342
H 0.697 3.569 -0.203
H -0.313 4.603 0.809
N -5.494 0.906 -1.916
C -4.391 -0.061 -2.250
C -3.313 0.084 -1.216
O -2.135 -0.321 -1.488
O -3.545 0.575 -0.102
H -6.401 0.571 -2.236
H -5.342 1.821 -2.338
H -5.540 1.040 -0.906
H -4.015 0.119 -3.250
H -4.791 -1.068 -2.206
N 1.658 -1.155 -2.664
C 1.812 -0.643 -1.458
S 0.885 0.855 -1.181
N 2.603 -1.136 -0.550
C 3.496 -2.275 -0.637
C 3.742 -2.939 0.557
C 4.596 -4.028 0.565
C 5.207 -4.444 -0.614
C 4.979 -3.754 -1.794
C 4.125 -2.660 -1.816
H 1.059 -0.705 -3.334
H 2.147 -1.991 -2.945
H 2.569 -0.702 0.360
H 3.271 -2.603 1.480
H 4.790 -4.550 1.494
H 5.879 -5.293 -0.607
H 5.484 -4.050 -2.705
H 4.051 -2.092 -2.736
O -2.044 -1.320 0.965
C -1.187 -2.116 0.443
O -0.302 -1.533 -0.247
H -1.219 -3.186 0.586
*
```

7.
ORCA calculation (ωB97M-V/def2-TZVPD) on C16H23N6O2PtS2 as an isolated structure at a distorted geometry.

Computed properties:
HOMO (eV): -10.4
ΔE to the lowest compared entry with this formula, charge and spin (eV): 1.1497
M (g mol⁻¹): 590.61
Orbital gap (eV): 7.0
Calculated total energy (a.u.): -2017.9830

Geometry as ORCA input:
```
! wB97M-V def2-TZVPD RIJCOSX def2/J DEFGRID3
* xyz 1 1
Pt -0.906 1.452 -0.676
C -3.174 -0.198 0.874
C -3.559 1.281 0.748
N -3.086 1.918 -0.505
C -3.864 1.630 -1.721
C -3.534 0.299 -2.379
S -1.733 -0.048 -2.465
C -1.652 -1.609 -1.501
C -1.248 -1.532 -0.020
N -1.738 -0.344 0.675
H -3.701 -0.793 0.130
H -3.485 -0.550 1.861
H -3.096 1.824 1.573
H -4.645 1.378 0.841
H -3.108 2.921 -0.363
H -3.642 2.428 -2.428
H -4.937 1.654 -1.506
H -3.877 0.335 -3.412
H -4.027 -0.540 -1.897
H -0.904 -2.203 -2.024
H -2.616 -2.097 -1.636
H -0.160 -1.501 0.043
H -1.591 -2.453 0.466
H -1.221 -0.210 1.533
N 4.021 -4.394 1.264
C 3.642 -3.280 0.575
C 2.906 -3.394 -0.616
C 2.479 -2.263 -1.281
C 2.779 -1.008 -0.770
C 3.533 -0.872 0.390
C 3.963 -1.999 1.055
S 2.056 0.422 -1.510
O 3.028 1.400 -1.875
O 1.141 -0.059 -2.519
N 1.086 0.998 -0.285
C 1.359 1.965 0.617
N 2.538 2.126 1.206
C 2.623 3.080 2.121
C 1.550 3.890 2.476
C 0.361 3.656 1.814
N 0.257 2.701 0.898
H 3.892 -5.304 0.862
H 4.632 -4.317 2.054
H 2.688 -4.377 -1.013
H 1.932 -2.331 -2.213
H 3.772 0.120 0.752
H 4.561 -1.905 1.953
H 3.591 3.195 2.596
H 1.640 4.660 3.226
H -0.524 4.249 2.013
*
```

8.
ORCA calculation (ωB97M-V/def2-TZVPD) on C16H23NO4 in the gas phase at a distorted geometry.

Computed properties:
HOMO (eV): -8.3
ΔE to the lowest compared entry with this formula, charge and spin (eV): 3.8629
M (g mol⁻¹): 293.36
Orbital gap (eV): 8.9
Calculated total energy (a.u.): -979.1099

Geometry as ORCA input:
```
! wB97M-V def2-TZVPD RIJCOSX def2/J DEFGRID3
* xyz 0 1
C -1.258 3.704 0.367
C -2.422 2.831 0.673
C -3.304 3.379 1.663
C -1.966 1.417 1.021
C -2.153 0.543 -0.238
O -1.211 -0.529 -0.333
C -0.970 -1.274 0.692
O -1.771 -1.475 1.648
C 0.437 -1.997 0.533
C 1.594 -0.956 0.305
C 2.052 -0.159 1.344
C 2.926 0.920 0.992
C 3.437 1.008 -0.343
O 4.516 1.852 -0.476
C 3.004 0.134 -1.346
C 2.178 -0.893 -1.015
C 1.552 -1.782 -2.085
O 0.463 -1.111 -2.539
C 1.232 -3.139 -1.550
N 0.193 -3.060 -0.540
C -0.383 -4.374 -0.203
H -1.705 4.718 0.408
H -0.559 3.486 1.110
H -0.778 3.395 -0.541
H -2.989 2.825 -0.208
H -3.793 4.220 1.171
H -2.811 3.711 2.593
H -3.981 2.607 1.994
H -2.601 1.051 1.901
H -0.911 1.379 1.208
H -3.103 0.137 -0.399
H -2.004 1.091 -1.111
H 0.544 -2.578 1.509
H 1.612 -0.361 2.339
H 3.126 1.711 1.698
H 4.711 2.031 -1.469
H 3.391 0.230 -2.366
H 2.291 -2.033 -2.893
H -0.177 -0.972 -1.768
H 0.878 -3.719 -2.365
H 2.135 -3.652 -1.153
H -0.600 -5.013 -1.046
H -1.222 -4.305 0.397
H 0.399 -4.998 0.417
*
```

9.
ORCA calculation (ωB97M-V/def2-TZVPD) on C16H23O6SSiYb as an isolated structure.

Computed properties:
<S²>: 0.75
HOMO (spin up / spin down) (eV): -8.2 / -8.2
ΔE to the lowest compared entry with this formula, charge and spin (eV): 0.0000
M (g mol⁻¹): 544.55
Orbital gap (spin up / spin down) (eV): 8.6 / 8.2
Calculated total energy (a.u.): -2921.3967

Geometry as ORCA input:
```
! wB97M-V def2-TZVPD RIJCOSX def2/J DEFGRID3
* xyz 0 2
Yb -0.413 -0.690 -0.251
O -4.018 -1.392 -0.984
C -3.442 -0.275 -0.612
O -2.394 0.130 -1.102
C -4.218 0.474 0.459
O -3.441 1.385 1.186
C -2.782 0.887 2.345
C -1.663 -0.037 1.902
O -0.458 0.311 1.888
O -2.015 -1.109 1.311
H -3.378 -1.915 -1.517
H -4.709 -0.266 1.096
H -4.991 1.052 -0.055
H -3.478 0.347 2.995
H -2.382 1.758 2.856
C 2.711 -1.717 -0.128
O 1.586 -1.290 0.669
H 3.554 -1.944 0.521
H 2.971 -0.942 -0.848
H 2.395 -2.625 -0.637
H 1.820 -0.530 1.218
C 0.778 5.060 -2.215
Si 1.235 4.168 -0.634
C 0.162 4.749 0.787
C 3.042 4.447 -0.232
C 0.930 2.370 -0.858
C 0.732 1.169 -0.994
H 0.959 6.134 -2.127
H -0.277 4.912 -2.452
H 1.364 4.686 -3.056
H 0.251 5.826 0.943
H 0.454 4.247 1.711
H -0.887 4.515 0.595
H 3.241 5.504 -0.045
H 3.680 4.121 -1.055
H 3.330 3.885 0.659
S -0.988 -2.734 -1.806
C -0.006 -3.924 -0.915
C -0.062 -4.064 0.472
C 0.786 -4.942 1.134
C 1.692 -5.711 0.420
C 1.739 -5.596 -0.965
C 0.904 -4.711 -1.626
H -0.781 -3.484 1.043
H 0.729 -5.023 2.212
H 2.349 -6.401 0.933
H 2.435 -6.199 -1.536
H 0.954 -4.615 -2.703
*
```

10.
ORCA calculation (ωB97M-V/def2-TZVPD) on C16H24AgIO12 as an isolated structure at a distorted geometry.

Computed properties:
<S²>: 0.75
HOMO (spin up / spin down) (eV): -11.8 / -11.6
ΔE to the lowest compared entry with this formula, charge and spin (eV): 0.0000
M (g mol⁻¹): 643.13
Orbital gap (spin up / spin down) (eV): 10.2 / 6.2
Calculated total energy (a.u.): -1971.4686

Geometry as ORCA input:
```
! wB97M-V def2-TZVPD RIJCOSX def2/J DEFGRID3
* xyz 1 2
Ag -0.534 0.077 1.159
I -2.852 -1.719 1.165
C -3.232 3.089 -4.603
C -3.688 2.726 -3.211
C -4.431 1.395 -3.044
O -3.897 0.907 -1.801
C -2.729 1.528 -1.533
O -1.959 1.189 -0.677
O -2.561 2.566 -2.338
H -4.057 3.103 -5.318
H -2.563 2.324 -5.009
H -2.725 4.050 -4.607
H -4.219 3.578 -2.775
H -4.171 0.721 -3.863
H -5.510 1.460 -2.962
C -1.573 -3.259 6.544
C -0.700 -2.040 6.346
C 0.813 -2.295 6.291
O 1.204 -1.850 5.005
C 0.173 -1.385 4.332
O 0.242 -0.989 3.200
O -0.970 -1.493 5.026
H -1.373 -3.692 7.530
H -1.428 -4.079 5.845
H -2.591 -2.871 6.585
H -0.947 -1.256 7.061
H 0.999 -3.352 6.480
H 1.346 -1.717 7.044
C 4.777 3.421 -0.210
C 4.717 2.104 0.531
C 4.643 2.145 2.064
O 3.444 1.467 2.391
C 2.853 1.007 1.276
O 1.811 0.431 1.247
O 3.523 1.395 0.184
H 4.625 3.284 -1.279
H 5.724 3.935 -0.063
H 3.951 4.040 0.150
H 5.584 1.492 0.272
H 4.570 3.149 2.491
H 5.560 1.733 2.486
C 0.685 -2.074 -5.225
C -0.346 -1.681 -4.200
C -0.926 -2.877 -3.412
O -0.882 -2.428 -2.055
C -0.162 -1.307 -1.968
O 0.119 -0.747 -0.957
O 0.235 -0.878 -3.182
H 0.297 -2.686 -6.037
H 1.533 -2.581 -4.761
H 1.118 -1.174 -5.671
H -1.167 -1.088 -4.620
H -0.397 -3.813 -3.568
H -1.955 -2.981 -3.758
*
```